Entry 1:
This record from the Open Molecules 2025 dataset describes C27H27N5P2PtSSe as an isolated structure. The level of theory is ωB97M-V with the def2-TZVPD basis set.

Properties
* maximum force: 0.0077 Eh/bohr
* relative energy (zero: lowest compared OMol25 entry of this formula, charge and spin): 2.8 kcal/mol
* spin multiplicity: 3
* E_LUMO (alpha / beta): 0.461 / -0.429 eV

Atoms and positions in Å:
Pt1 0.566468 -0.032275 -0.110136
N1 1.879412 2.554611 0.891259
P1 2.403167 0.950973 0.722024
C1 4.022149 0.996239 -0.100864
C2 4.989911 1.938716 0.246501
C3 6.242313 1.900367 -0.344114
C4 6.539579 0.910141 -1.274568
C5 5.581372 -0.029036 -1.621446
C6 4.319097 0.015809 -1.040245
C7 2.871791 0.439360 2.409376
C8 2.937314 1.340586 3.465103
C9 3.263214 0.903097 4.744078
C10 3.526317 -0.438798 4.973421
C11 3.469799 -1.344516 3.919608
C12 3.143206 -0.909244 2.644266
P2 0.339842 2.687583 0.093341
C13 0.462585 4.499002 -0.312645
C14 1.172895 4.820559 -1.470897
C15 1.384514 6.142829 -1.830439
C16 0.869065 7.164253 -1.042636
C17 0.142550 6.856116 0.098253
C18 -0.059418 5.530386 0.464607
C19 -0.854934 2.727549 1.485495
C20 -0.473579 2.704954 2.821859
C21 -1.431615 2.683522 3.829147
C22 -2.783501 2.682704 3.508691
C23 -3.172525 2.711652 2.174902
C24 -2.213559 2.729661 1.171736
H1 2.509834 3.345398 0.842325
H2 4.774697 2.699392 0.989848
H3 6.989763 2.636452 -0.076285
H4 7.522664 0.873553 -1.726723
H5 5.810611 -0.794221 -2.352007
H6 3.554494 -0.701694 -1.319406
H7 2.731268 2.389201 3.289029
H8 3.314183 1.612314 5.561248
H9 3.777322 -0.778892 5.970317
H10 3.676304 -2.393335 4.091796
H11 3.066886 -1.622138 1.830576
H12 1.559129 4.021151 -2.095602
H13 1.940271 6.378273 -2.729321
H14 1.028205 8.198251 -1.321351
H15 -0.266967 7.650231 0.710546
H16 -0.628092 5.302143 1.357802
H17 0.578401 2.692236 3.069915
H18 -1.120600 2.677726 4.868280
H19 -3.530532 2.662776 4.293011
H20 -4.224769 2.714223 1.918188
H21 -2.521684 2.730101 0.131287
C25 -2.102453 -1.296617 4.941269
C26 -2.516461 -1.041151 3.541887
N2 -3.734313 -0.908144 3.120932
N3 -3.586782 -0.681948 1.783486
C27 -2.314368 -0.645625 1.364150
S1 -1.839949 -0.408284 -0.235683
N4 -1.619590 -0.884842 2.503190
N5 -0.231540 -0.921861 2.587296
H22 -2.990958 -1.475457 5.540591
H23 -1.568037 -0.436974 5.350071
H24 -1.450442 -2.169638 5.000018
H25 -4.391707 -0.567956 1.192575
H26 0.138578 -1.775245 2.176588
H27 0.064326 -0.789356 3.543459
Se1 1.180074 -2.410340 -0.181382

Atoms 1-3, force components in eV/Å:
Pt 0.31 0.04 0.12
N 0.03 0.07 -0.33
P -0.28 -0.03 0.02

natural (NBO) atomic charge list, values in e, 2 entries: number 1, Pt, carries 0.149; number 2, N, carries -1.293


Entry 2:
This record from the Open Molecules 2025 dataset describes a 2-piece molecular cluster, C10H16 overall at a distorted geometry. The level of theory is ωB97M-V with the def2-TZVPD basis set.

Properties
* maximum force: 0.0486 Eh/bohr
* structure (SMILES): CCc1ccccc1.CC
* relative energy (zero: lowest compared OMol25 entry of this formula, charge and spin): 17.7 kcal/mol
* E_LUMO: 1.006 eV

Atoms and positions in Å:
C1 0.315413 0.349841 -3.511067
C2 -0.449397 0.316137 -2.162746
C3 0.404745 0.279547 -0.930697
C4 1.339302 -0.786698 -0.918913
C5 2.174629 -0.927114 0.150321
C6 2.117961 0.012038 1.209718
C7 1.179394 1.043038 1.235874
C8 0.297015 1.122820 0.131191
H1 -0.354079 0.138399 -4.344583
H2 0.980967 -0.499816 -3.493508
H3 0.752626 1.287916 -3.821521
H4 -1.042700 1.240424 -2.109658
H5 -1.203212 -0.464804 -2.186597
H6 1.427798 -1.505931 -1.752624
H7 2.982315 -1.650448 0.224991
H8 2.961039 -0.025581 1.903647
H9 1.127273 1.677369 2.088961
H10 -0.336314 1.995226 0.147273
C9 -2.744043 -1.073581 1.724965
C10 -2.876672 -0.188932 2.964920
H11 -3.781660 -1.209814 1.379291
H12 -2.121316 -0.701284 0.925645
H13 -2.475979 -2.080617 2.044629
H14 -3.116042 0.817537 2.651846
H15 -3.755121 -0.523205 3.520730
H16 -1.989151 -0.276662 3.625692

Atoms 1-3, force components in eV/Å:
C -1.05 -0.91 0.13
C -0.67 2.17 -0.72
C 0.41 -2.07 -1.35

natural (NBO) atomic charge list, values in e, 2 entries: number 1, C, carries -0.602; number 2, C, carries -0.418